--- one ---
ORCA calculation (the ωB97M-V functional and the def2-TZVPD basis) on 2 unconnected molecules or ions with the total composition C6H15NO.

Calculated values
HOMO level = -9.4921 eV
molecular weight = 117.2 g/mol
2S+1 = 1
total charge = 0
frontier orbital gap = 10.436 eV
structure (SMILES) = CC(C)O.C=CCN

XYZ file:
```
23
C6H15NO the ωB97M-V functional and the def2-TZVPD basis
C -1.88 -0.57 -1.29
C -1.58 0.20 0.00
C -2.87 0.71 0.61
O -0.77 1.35 -0.21
H -0.96 -1.03 -1.77
H -2.30 0.18 -1.98
H -2.54 -1.45 -1.08
H -1.10 -0.45 0.77
H -3.42 -0.08 1.16
H -3.48 1.17 -0.20
H -2.59 1.51 1.31
H 0.02 1.07 -0.72
N 1.63 0.29 -1.38
C 2.34 -0.53 -0.34
C 2.10 -0.60 2.20
C 2.30 0.10 1.05
H 1.43 -0.19 -2.23
H 2.07 1.19 -1.59
H 3.36 -0.79 -0.54
H 1.77 -1.43 -0.26
H 2.11 -0.15 3.20
H 1.87 -1.69 2.19
H 2.50 1.19 1.08
```

Computed natural (NBO) charges, given in elementary charges: -0.636 0.090 -0.620 -0.763 0.195 0.214 0.213 0.150 0.205 0.201 0.224 0.493 -0.865 -0.258 -0.402 -0.173 0.376 0.371 0.188 0.199 0.207 0.190 0.200

--- two ---
ORCA calculation (the ωB97M-V functional and the def2-TZVPD basis) on 2 unconnected molecules or ions with the total composition C6H15NO.

Calculated values
HOMO level = -8.6172 eV
molecular weight = 117.2 g/mol
2S+1 = 1
total charge = 0
frontier orbital gap = 9.330 eV
structure (SMILES) = C/C=C/CCCN.O

XYZ file:
```
23
C6H15NO the ωB97M-V functional and the def2-TZVPD basis
C -0.65 -1.28 1.18
C -1.25 0.10 1.56
C -1.05 1.15 0.44
C 2.43 2.13 -1.06
C 1.05 1.59 -0.78
C 0.34 1.71 0.34
N 0.77 -1.42 1.28
H -1.12 -1.99 1.87
H -0.99 -1.58 0.18
H -2.31 -0.06 1.69
H -0.70 0.43 2.43
H -1.33 0.69 -0.51
H -1.83 1.91 0.57
H 2.82 2.61 -0.16
H 3.14 1.37 -1.36
H 2.36 2.80 -1.91
H 0.55 1.29 -1.69
H 0.78 2.17 1.22
H 1.17 -1.56 2.19
H 1.31 -0.84 0.66
H -2.46 -3.32 -2.95
H -1.14 -3.80 -2.33
O -1.91 -4.09 -2.85
```

Computed natural (NBO) charges, given in elementary charges: -0.208 -0.402 -0.434 -0.640 -0.185 -0.190 -0.870 0.188 0.171 0.203 0.198 0.196 0.211 0.209 0.215 0.217 0.184 0.195 0.368 0.373 0.468 0.472 -0.939

Which one sits at the top of the stability order? two does.

--- one ---
ORCA calculation (the ωB97M-V functional and the def2-TZVPD basis) on 2 unconnected molecules or ions with the total composition C6H15NO.

Calculated values
HOMO level = -8.5188 eV
molecular weight = 117.2 g/mol
2S+1 = 1
total charge = 0
frontier orbital gap = 9.350 eV
structure (SMILES) = C[C@@H]1CCCN1C.O

XYZ file:
```
23
C6H15NO the ωB97M-V functional and the def2-TZVPD basis
C -1.60 -0.30 0.95
N -0.22 0.24 0.89
C -0.32 1.72 0.83
C 0.91 2.23 0.08
C 1.49 0.98 -0.57
C 0.51 -0.17 -0.32
C 1.29 -1.46 -0.03
H -1.92 -0.79 0.02
H -1.65 -1.06 1.74
H -2.32 0.49 1.17
H -0.38 2.06 1.86
H -1.21 2.15 0.36
H 0.63 2.93 -0.71
H 1.57 2.83 0.71
H 2.48 0.79 -0.15
H 1.69 1.08 -1.64
H -0.19 -0.36 -1.14
H 2.32 -1.31 0.30
H 0.77 -2.07 0.71
H 1.41 -2.07 -0.94
H -2.26 -3.00 -1.86
H -1.06 -2.30 -1.21
O -1.95 -2.64 -1.03
```

Computed natural (NBO) charges, given in elementary charges: -0.435 -0.434 -0.222 -0.422 -0.405 -0.054 -0.616 0.208 0.198 0.194 0.196 0.167 0.203 0.213 0.207 0.210 0.158 0.214 0.221 0.194 0.473 0.471 -0.937

--- two ---
ORCA calculation (the ωB97M-V functional and the def2-TZVPD basis) on C6H15NO in the gas phase.

Calculated values
HOMO level = -9.1837 eV
molecular weight = 117.2 g/mol
2S+1 = 1
total charge = 0
frontier orbital gap = 10.134 eV
structure (SMILES) = CCC[C@@H](C)NCO

XYZ file:
```
23
C6H15NO the ωB97M-V functional and the def2-TZVPD basis
C -1.76 -0.44 0.59
C -0.36 -0.32 0.19
C 0.37 0.38 1.31
C 1.96 0.33 1.16
C 2.69 -0.60 2.18
N -0.15 0.58 -0.94
C -0.62 0.04 -2.18
O -2.07 0.12 -2.26
H -2.38 -0.92 -0.26
H -2.06 0.52 0.86
H -1.82 -1.00 1.55
H 0.01 -1.29 -0.13
H 0.18 1.43 1.12
H 0.27 0.07 2.47
H 2.37 1.34 1.16
H 2.06 -0.02 0.13
H 2.31 -1.48 2.37
H 3.75 -0.78 1.80
H 2.62 -0.18 3.22
H -0.49 1.54 -0.80
H -0.34 -1.04 -2.15
H -0.22 0.55 -3.04
H -2.32 -0.23 -3.16
```

Computed natural (NBO) charges, given in elementary charges: -0.616 -0.072 -0.396 -0.395 -0.604 -0.641 0.093 -0.755 0.232 0.200 0.203 0.191 0.201 0.208 0.198 0.204 0.193 0.208 0.197 0.369 0.153 0.163 0.465

--- three ---
ORCA calculation (the ωB97M-V functional and the def2-TZVPD basis) on C6H15NO in the gas phase.

Calculated values
HOMO level = -9.0158 eV
molecular weight = 117.2 g/mol
2S+1 = 1
total charge = 0
frontier orbital gap = 10.058 eV
structure (SMILES) = CCN(CC)CCO

XYZ file:
```
23
C6H15NO the ωB97M-V functional and the def2-TZVPD basis
C 2.50 1.07 0.61
C 1.05 1.43 0.41
N 0.27 0.22 0.00
C 0.23 -0.85 1.10
C -0.48 -2.13 0.51
C -1.11 0.58 -0.28
C -1.35 0.50 -1.79
O -2.46 -0.29 -2.13
H 2.53 0.24 1.23
H 3.16 0.76 -0.25
H 2.96 1.93 1.08
H 0.63 1.94 1.23
H 0.98 2.05 -0.56
H -0.30 -0.54 2.03
H 1.25 -1.19 1.30
H 0.31 -2.85 0.34
H -1.05 -1.93 -0.39
H -1.21 -2.53 1.23
H -1.87 -0.08 0.15
H -1.60 1.48 0.40
H -0.47 -0.07 -2.22
H -1.57 1.42 -2.33
H -2.39 -1.16 -1.67
```

Computed natural (NBO) charges, given in elementary charges: -0.618 -0.208 -0.449 -0.228 -0.612 -0.285 -0.080 -0.717 0.199 0.216 0.211 0.177 0.195 0.173 0.198 0.213 0.189 0.208 0.212 0.186 0.176 0.189 0.455

--- four ---
ORCA calculation (the ωB97M-V functional and the def2-TZVPD basis) on a molecular structure, C6H15NO.

Calculated values
HOMO level = -8.2403 eV
molecular weight = 117.2 g/mol
2S+1 = 1
total charge = 0
frontier orbital gap = 9.092 eV

XYZ file:
```
23
C6H15NO the ωB97M-V functional and the def2-TZVPD basis
C -1.08 -0.45 0.12
C -1.47 -0.50 -1.35
C -1.35 0.89 0.79
N -1.71 -1.50 0.91
H 0.54 0.07 -0.35
H -1.48 -2.41 0.52
H -2.73 -1.41 0.88
H -2.56 -0.47 -1.46
H -0.91 1.72 0.23
H -1.09 -1.42 -1.80
H -1.07 0.36 -1.90
H -0.96 0.90 1.81
H -2.43 1.08 0.85
C 1.87 0.39 -0.60
C 2.36 1.42 0.40
C 0.66 -1.12 0.29
O 0.85 -2.19 -0.27
H 0.91 -0.87 1.33
H 2.62 -0.36 -0.83
H 1.57 0.84 -1.55
H 2.68 0.93 1.33
H 1.58 2.14 0.65
H 3.22 1.97 0.01
```

Computed natural (NBO) charges, given in elementary charges: 0.075 -0.664 -0.645 -0.852 0.331 0.376 0.354 0.213 0.206 0.236 0.201 0.224 0.220 -0.520 -0.632 0.283 -0.661 0.153 0.241 0.218 0.211 0.209 0.222

Which one sits at the top of the stability order? one does.

--- one ---
ORCA calculation (the ωB97M-V functional and the def2-TZVPD basis) on 2 unconnected molecules or ions with the total composition C6H15NO.

Calculated values
HOMO level = -8.7552 eV
molecular weight = 117.2 g/mol
2S+1 = 1
total charge = 0
frontier orbital gap = 9.516 eV
structure (SMILES) = C[C@@H]1CCCN1C.O

XYZ file:
```
23
C6H15NO the ωB97M-V functional and the def2-TZVPD basis
C -1.11 1.74 -0.07
N -1.19 0.38 -0.69
C -2.00 -0.52 0.22
C -1.07 -1.05 1.33
C 0.40 -0.74 0.92
C 0.25 -0.22 -0.58
C 0.62 -1.11 -1.78
H -0.74 1.72 0.90
H -0.53 2.40 -0.73
H -1.95 2.27 0.13
H -2.18 -1.34 -0.49
H -2.94 -0.10 0.54
H -1.33 -0.77 2.33
H -1.12 -2.12 1.32
H 1.07 -1.62 0.84
H 0.67 0.05 1.66
H 0.94 0.65 -0.77
H 0.18 -2.12 -1.84
H 0.51 -0.52 -2.72
H 1.72 -1.24 -1.83
H 3.73 1.95 0.69
H 2.72 0.96 0.58
O 3.35 1.37 0.04
```

Computed natural (NBO) charges, given in elementary charges: -0.428 -0.423 -0.241 -0.442 -0.446 -0.061 -0.631 0.160 0.201 0.198 0.196 0.206 0.207 0.209 0.224 0.208 0.209 0.205 0.231 0.216 0.462 0.460 -0.919

--- two ---
ORCA calculation (the ωB97M-V functional and the def2-TZVPD basis) on 2 unconnected molecules or ions with the total composition C6H15NO.

Calculated values
HOMO level = -9.5437 eV
molecular weight = 117.2 g/mol
2S+1 = 1
total charge = 0
frontier orbital gap = 10.388 eV
structure (SMILES) = CCC(N)=O.CCC

XYZ file:
```
23
C6H15NO the ωB97M-V functional and the def2-TZVPD basis
C 0.35 1.90 -0.77
C 1.37 0.89 -1.35
C 0.92 2.63 0.41
O 1.26 3.79 0.31
N 0.97 1.96 1.63
H 0.15 2.62 -1.58
H -0.64 1.52 -0.47
H 1.63 0.27 -0.51
H 1.10 2.47 2.49
H 0.54 1.06 1.52
H 2.27 1.39 -1.68
H 0.79 0.29 -2.08
C -1.11 -1.71 0.86
C -2.11 -2.29 -0.17
C 0.24 -1.62 0.12
H -1.52 -0.70 1.10
H -0.87 -2.27 1.76
H -2.60 -3.24 0.10
H 1.07 -1.09 0.60
H 0.61 -2.66 0.10
H 0.14 -1.30 -0.90
H -2.90 -1.56 -0.35
H -1.64 -2.36 -1.16
```

Computed natural (NBO) charges, given in elementary charges: -0.504 -0.596 0.668 -0.609 -0.847 0.236 0.211 0.203 0.415 0.387 0.223 0.211 -0.410 -0.615 -0.603 0.188 0.210 0.216 0.196 0.207 0.200 0.208 0.204

--- three ---
ORCA calculation (the ωB97M-V functional and the def2-TZVPD basis) on C6H15NO in the gas phase.

Calculated values
HOMO level = -9.2313 eV
molecular weight = 117.2 g/mol
2S+1 = 1
total charge = 0
frontier orbital gap = 10.192 eV
structure (SMILES) = CCC[C@@H](CO)NC

XYZ file:
```
23
C6H15NO the ωB97M-V functional and the def2-TZVPD basis
C 1.74 1.67 0.68
N 0.89 0.58 1.11
C -0.50 0.66 0.57
C -0.80 -0.20 -0.69
C 0.39 -0.87 -1.41
C -0.12 -2.07 -2.23
C -1.42 0.20 1.71
O -1.10 0.75 2.98
H 1.89 1.80 -0.40
H 2.68 1.62 1.23
H 1.34 2.63 1.05
H 1.24 -0.27 0.68
H -0.72 1.71 0.43
H -1.31 0.44 -1.41
H -1.45 -1.02 -0.37
H 1.16 -1.24 -0.77
H 0.81 -0.19 -2.14
H -0.53 -2.85 -1.58
H -0.80 -1.73 -3.00
H 0.74 -2.51 -2.74
H -2.44 0.58 1.59
H -1.45 -0.90 1.77
H -0.26 1.22 2.94
```

Computed natural (NBO) charges, given in elementary charges: -0.421 -0.636 -0.082 -0.422 -0.393 -0.595 -0.054 -0.732 0.170 0.204 0.190 0.356 0.188 0.216 0.202 0.185 0.201 0.203 0.204 0.207 0.175 0.155 0.478

Which one sits at the top of the stability order? two does.